{
  "formula": "C16H69N3O27PS",
  "method": "wB97M-V/def2-TZVPD",
  "elements": ["C", "C", "C", "C", "C", "N", "C", "C", "P", "O", "O", "S", "N", "C", "N", "C", "C", "O", "C", "C", "C", "C", "C", "C", "H", "H", "H", "H", "H", "H", "H", "H", "H", "H", "H", "H", "H", "H", "H", "H", "H", "H", "H", "H", "H", "O", "H", "H", "O", "H", "H", "O", "H", "H", "O", "H", "H", "O", "H", "H", "O", "H", "H", "O", "H", "H", "O", "H", "H", "O", "H", "H", "O", "H", "H", "O", "H", "H", "O", "H", "H", "O", "H", "H", "O", "H", "H", "O", "H", "H", "O", "H", "H", "O", "H", "H", "O", "H", "H", "O", "H", "H", "O", "H", "H", "O", "H", "H", "O", "H", "H", "O", "H", "H", "O", "H", "H"],
  "positions_angstrom": [[5.4336, -1.8025, -0.4321], [5.1715, -0.6369, -0.7083], [4.7411, 0.8014, -1.2134], [4.3265, 0.7300, -2.7489], [3.2715, 1.8307, -3.2064], [2.3224, 2.2712, -2.1416], [2.2687, 3.6729, -1.9209], [1.2328, 3.8871, -0.8591], [0.6867, 5.5253, -0.1700], [-0.2040, 5.3857, 1.2723], [-0.3934, 6.1977, -1.2916], [2.1310, 6.7994, 0.0217], [0.8027, 2.5467, -0.5720], [-0.2766, 2.2218, 0.4389], [0.3724, 1.7151, 1.6707], [1.4276, 1.5558, -1.3339], [1.2379, -0.0064, -1.3735], [0.7501, -0.5952, -0.1681], [-0.4520, -1.3887, -0.3792], [-0.5791, -2.5299, -1.3849], [-1.8990, -3.2579, -1.5166], [-3.1525, -2.9134, -0.6804], [-3.0138, -1.8109, 0.3456], [-1.6841, -1.0886, 0.4630], [5.5342, -2.8849, -0.1596], [5.6618, 1.4542, -1.1317], [3.9341, 1.1664, -0.5147], [5.2772, 0.9319, -3.3476], [3.9612, -0.2867, -3.0744], [3.8249, 2.7492, -3.5621], [2.6481, 1.4479, -4.0972], [2.8825, 4.4459, -2.4631], [-1.1272, 5.2007, 0.9588], [-1.0344, 5.4885, -1.5216], [-0.9266, 1.4348, -0.0714], [-0.9552, 3.1036, 0.6160], [1.2759, 1.2762, 1.4249], [0.6504, 2.5678, 2.1895], [0.5883, -0.2292, -2.2859], [2.2619, -0.4624, -1.5803], [0.3031, -2.8233, -2.0385], [-1.9605, -4.0935, -2.2653], [-4.1567, -3.4279, -0.7792], [-3.8370, -1.4745, 1.0373], [-1.5863, -0.2495, 1.2233], [3.1735, 7.6077, 3.0742], [2.8390, 7.3165, 2.2142], [2.7001, 7.0521, 3.7071], [-0.9887, -0.2406, -4.0215], [-1.8302, 0.1854, -3.8625], [-0.9865, -0.9899, -3.4073], [-1.3409, -0.9283, -7.2150], [-1.8225, -0.2877, -7.7615], [-1.3982, -0.5662, -6.3221], [-4.1689, -1.2165, 3.3912], [-4.3291, -2.1603, 3.5070], [-3.7356, -0.9501, 4.2154], [-2.7830, -1.8069, 5.8611], [-2.9433, -2.7524, 5.9761], [-2.3511, -1.5427, 6.6822], [0.0199, -2.7070, 4.4665], [-0.6267, -2.3198, 5.0729], [0.5539, -1.9563, 4.1855], [2.5818, 8.8255, 5.6640], [3.0060, 8.4014, 4.9067], [1.7047, 9.0607, 5.3393], [-0.0282, -4.3911, 1.7298], [-0.1130, -3.7679, 0.9975], [-0.0319, -3.8303, 2.5183], [-3.0103, 3.0893, 0.7013], [-3.9284, 2.8774, 0.4889], [-2.8573, 2.6408, 1.5441], [-3.6381, 0.6345, -2.6418], [-3.3211, 0.5602, -1.7313], [-4.3296, 1.3056, -2.5939], [-1.7710, -3.8700, 7.3829], [-1.5734, -4.8165, 7.4255], [-1.0439, -3.4577, 7.8649], [-1.3130, -6.5207, 6.2100], [-0.9060, -6.9419, 5.4423], [-2.2096, -6.3181, 5.9160], [0.7799, -3.2656, -7.6004], [0.1629, -2.5276, -7.5133], [0.2173, -4.0476, -7.5545], [0.0926, -0.6303, 6.2074], [0.9747, -0.3125, 6.4373], [-0.1758, -0.0643, 5.4728], [-3.3898, -2.9826, -7.4005], [-2.8154, -2.2015, -7.3805], [-3.4066, -3.2397, -8.3296], [0.8399, -8.4860, 7.5454], [0.3278, -7.8661, 7.0121], [0.8047, -8.1145, 8.4345], [3.2091, 1.1383, -6.1693], [3.6293, 0.6993, -6.9196], [2.3323, 1.3710, -6.4993], [5.1337, 4.4642, -1.2573], [4.4724, 4.8567, -0.6712], [5.6971, 5.2087, -1.5039], [-2.3925, 1.4515, -8.7388], [-1.8243, 2.2310, -8.7192], [-2.4070, 1.1958, -9.6700], [-4.2136, -2.3435, -3.4830], [-3.6675, -1.5544, -3.4864], [-4.2467, -2.6165, -4.4098], [4.4406, -1.8452, 2.9598], [5.0204, -1.0744, 2.9708], [4.4439, -2.1264, 2.0361], [-6.4465, -2.1132, 0.8453], [-6.6113, -3.0570, 0.9607], [-6.0228, -1.8467, 1.6719], [-1.4282, 6.6740, 3.8773], [-1.0022, 6.2540, 3.1202], [-2.3082, 6.9045, 3.5560], [1.7353, -6.7990, 1.8817], [2.0635, -6.8711, 2.7854], [1.0399, -6.1270, 1.9356]],
  "lowdin_charge": [0.077, -0.116, -0.174, -0.157, -0.109, -0.023, 0.033, -0.188, 0.344, -0.240, -0.220, 0.434, -0.009, -0.197, 0.055, -0.050, -0.075, -0.105, -0.204, -0.035, -0.037, -0.025, -0.041, -0.011, 0.068, 0.117, 0.098, 0.136, 0.116, 0.135, 0.124, 0.144, 0.070, 0.077, 0.116, 0.081, 0.083, 0.084, 0.125, 0.140, 0.123, 0.107, 0.106, 0.064, 0.091, -0.082, -0.092, 0.039, -0.044, 0.009, 0.015, -0.054, 0.021, 0.029, -0.069, 0.041, 0.012, -0.064, 0.036, 0.041, -0.061, -0.010, 0.030, -0.059, -0.014, 0.037, -0.048, 0.012, 0.015, -0.060, 0.062, 0.060, -0.038, 0.034, 0.061, -0.051, 0.021, 0.059, -0.046, 0.060, 0.057, -0.067, -0.011, 0.035, -0.048, 0.062, 0.050, -0.071, -0.018, 0.037, -0.056, -0.008, 0.038, -0.057, 0.057, 0.047, -0.066, 0.001, 0.057, -0.046, 0.053, 0.059, -0.051, -0.011, 0.044, -0.064, 0.033, -0.003, -0.055, 0.044, 0.009, -0.050, -0.014, 0.040, -0.073, 0.028, -0.014],
  "total_energy_ha": -3585.948164,
  "mol_weight_g_mol": 798.76,
  "largest_force_ev_per_a": 4.5,
  "homo_lumo_gap_ev": 8.0,
  "charge": 1,
  "lumo_ev": -3.472,
  "multiplicity": 1
}